Density functional theory data (the ωB97M-V functional and the def2-TZVPD basis) for the ion C2H2ClF2O2S with charge -1.

Values from the calculation:
Relative energy (zero: lowest compared OMol25 entry of this formula, charge and spin) ... 0.0 kcal per mole
Total charge ... -1
HOMO level ... -3.6 eV
E_LUMO ... 3.70 eV
Molecular weight ... 163.55 Da

XYZ file:
```
10
Properties=species:S:1:pos:R:3:forces:R:3:lowdin_charge:R:1
C -1.747328 0.075766 0.220979 1.8 0.7 3.0 -0.44
C 1.588984 -0.453905 0.018824 -1.8 0.4 1.1 -0.96
O 0.003643 1.219852 -1.322345 -0.5 1.0 -0.7 -0.57
O -1.891927 1.400440 0.564404 -0.9 1.1 -1.0 -0.39
F 1.184307 -1.755963 0.190548 0.4 -0.4 -0.5 -0.09
F 2.178854 -0.175449 1.234273 0.9 0.0 -0.3 -0.11
S -0.148750 0.901257 0.102499 1.0 -1.0 0.3 0.92
Cl 2.757169 -0.351006 -1.339861 0.2 -0.2 0.3 0.53
H -1.927467 -0.294646 -0.719571 -1.1 -0.6 -2.4 0.04
H -1.997487 -0.566350 1.050249 0.1 -0.8 0.1 0.07
```
Positions in Å, forces in eV/Å.


Density functional theory data (the ωB97M-V functional and the def2-TZVPD basis) for a structure of composition C4H7N.

Values from the calculation:
Relative energy (zero: lowest compared OMol25 entry of this formula, charge and spin) ... 135.9 kcal per mole
HOMO level (alpha / beta) ... -8.1 / -8.8 eV
E_LUMO (alpha / beta) ... 0.26 / -0.04 eV
Molecular weight ... 69.11 Da

XYZ file:
```
12
Properties=species:S:1:pos:R:3:forces:R:3:lowdin_charge:R:1
C -2.210004 0.182477 0.398481 0.1 1.2 0.2 -0.18
C -1.483170 -0.852738 -0.315139 1.8 -0.8 0.6 -0.15
C -0.710139 0.387585 -0.763885 0.8 2.0 -0.5 -0.15
C 2.160464 0.759625 0.190636 -0.4 3.0 -0.2 0.04
N -1.490238 1.220224 0.002362 0.3 0.1 -0.5 0.06
H -2.769277 0.154069 1.277393 -1.4 0.0 1.1 0.08
H -1.057007 -1.535027 0.482202 0.0 0.3 -1.6 0.13
H -1.914569 -1.281473 -1.177448 -0.8 -1.2 -0.5 0.08
H -0.073072 0.840329 -1.600436 -0.9 -1.4 1.2 0.11
H 2.151451 1.930417 0.289778 0.1 -2.5 -0.6 0.04
H 2.084007 0.263547 -0.774541 0.2 0.2 0.4 -0.03
H 1.883809 0.294606 1.105344 0.0 -0.7 0.4 -0.04
```
Positions in Å, forces in eV/Å.


Density functional theory data (the ωB97M-V functional and the def2-TZVPD basis) for an isolated molecule of C4H11N3O2.

Values from the calculation:
Relative energy (zero: lowest compared OMol25 entry of this formula, charge and spin) ... 107.4 kcal per mole
HOMO level (alpha / beta) ... -8.5 / -8.5 eV
E_LUMO (alpha / beta) ... -0.23 / -0.23 eV
Molecular weight ... 133.15 Da

XYZ file:
```
20
Properties=species:S:1:pos:R:3:forces:R:3:lowdin_charge:R:1
C -1.431624 0.684706 -1.199724 -0.4 0.7 0.8 0.13
C 1.095421 -1.499917 -1.170949 -0.1 -0.1 0.2 -0.14
C -1.413688 -0.608354 1.362854 0.3 0.0 -0.4 -0.09
N -0.672967 0.595078 1.025425 0.3 0.1 0.3 -0.10
N -1.159610 1.265181 -0.073068 0.9 -0.9 -1.0 -0.02
C 0.991806 0.277577 0.653308 0.4 -0.2 -1.1 -0.65
N 1.530431 1.613319 0.532162 -1.1 0.1 -0.2 0.10
O 0.905828 -0.128653 -0.911370 -0.2 0.4 1.1 -0.21
O 1.468017 -0.565130 1.399587 -0.6 0.0 0.1 -0.01
H -0.778678 2.207741 -0.102703 -0.1 0.1 0.0 0.15
H 1.930399 1.885410 1.419771 0.3 0.0 -0.3 0.09
H 2.101365 1.717480 -0.294765 0.3 -0.1 0.4 0.08
H -1.687626 -0.359121 -1.226592 0.1 -0.1 0.1 0.09
H -1.545590 1.292411 -2.083998 0.0 0.1 0.0 0.10
H 0.168091 -1.958582 -1.546436 0.1 0.0 0.0 0.07
H 1.875245 -1.625372 -1.929982 -0.1 0.0 0.1 0.08
H 1.393195 -2.039382 -0.265185 0.0 0.1 0.0 0.08
H -0.989547 -0.968438 2.295968 -0.1 0.0 0.0 0.09
H -1.307287 -1.411557 0.624620 0.0 -0.1 0.0 0.07
H -2.473182 -0.374397 1.491077 0.0 0.0 0.1 0.09
```
Positions in Å, forces in eV/Å.


Density functional theory data (the ωB97M-V functional and the def2-TZVPD basis) for an isolated molecule of C23H24N2O6.

Values from the calculation:
SMILES ... COc1ccc(CCNC(=O)COC(=O)/C=C/c2ccc(OCC#N)c(OC)c2)cc1
Relative energy (zero: lowest compared OMol25 entry of this formula, charge and spin) ... 84.0 kcal per mole
HOMO level ... -8.3 eV
E_LUMO ... -0.28 eV
Molecular weight ... 424.45 Da

XYZ file:
```
55
Properties=species:S:1:pos:R:3:forces:R:3:lowdin_charge:R:1
C 1.389211 -2.308918 0.846445 0.0 -0.2 0.1 -0.09
O 1.666670 -1.055281 0.277754 0.0 0.2 -0.2 -0.09
C 1.210102 -0.803164 -0.985604 0.1 0.1 -0.1 -0.29
C 1.518252 0.454205 -1.502768 0.1 -0.2 0.2 -0.01
C 1.087030 0.812094 -2.761044 0.0 -0.1 0.1 -0.03
C 0.355082 -0.068836 -3.552314 0.0 0.0 -0.1 -0.23
C -0.072775 0.357416 -4.933676 -0.1 -0.1 0.0 -0.13
C -1.431196 -0.195776 -5.372360 0.1 -0.1 -0.2 -0.17
N -2.433720 0.013977 -4.353199 0.3 0.4 -0.3 0.08
C -3.163005 -0.991413 -3.846578 -0.4 0.4 0.4 -0.48
O -3.176004 -2.122493 -4.284636 0.0 -0.5 -0.1 0.06
C -4.016920 -0.573693 -2.635891 -0.2 0.0 -0.4 -0.06
O -3.225040 -0.502970 -1.454673 0.1 -0.2 0.3 0.02
C -2.491785 0.602041 -1.248208 0.0 0.4 -0.3 -0.48
O -2.475190 1.547312 -2.010914 -0.1 0.0 0.1 0.08
C -1.734897 0.497849 -0.006448 0.3 0.3 0.3 0.02
C -0.845169 1.443359 0.332835 -0.7 -0.3 -0.5 -0.01
C 0.031830 1.452617 1.477772 0.5 0.1 0.6 -0.22
C 1.025188 2.428019 1.569956 -0.3 -0.3 -0.1 -0.03
C 1.907835 2.421501 2.624710 0.1 -0.2 0.4 0.02
C 1.835470 1.461281 3.631925 -0.2 0.1 -0.4 -0.18
O 2.784981 1.607577 4.595250 0.1 0.0 0.2 -0.01
C 2.897319 0.696974 5.671073 -0.6 -0.5 -0.1 -0.17
C 4.025775 1.099695 6.487854 0.0 0.1 -0.2 -0.17
N 4.909099 1.402040 7.144673 0.5 0.1 0.4 0.16
C 0.823628 0.482891 3.565820 0.0 -0.1 0.1 -0.18
O 0.753596 -0.446321 4.578276 0.3 0.4 -0.2 -0.12
C -0.284666 -1.395842 4.556380 -0.2 -0.2 0.0 -0.07
C -0.051575 0.498048 2.494497 0.0 0.1 0.0 0.04
C 0.064424 -1.321241 -3.034488 0.0 0.2 -0.1 -0.02
C 0.476575 -1.688352 -1.763077 0.1 -0.2 0.4 -0.01
H 1.843531 -3.123605 0.272859 0.0 0.0 0.0 0.10
H 0.311047 -2.486227 0.927127 0.0 0.0 0.0 0.09
H 1.830142 -2.284919 1.842328 0.0 0.0 0.0 0.09
H 2.094532 1.131058 -0.892288 0.1 0.1 0.1 0.12
H 1.327421 1.794302 -3.141917 0.0 0.1 0.0 0.12
H -0.109008 1.449164 -4.961327 0.1 0.0 0.0 0.11
H 0.678009 0.035794 -5.661711 0.0 0.1 -0.1 0.12
H -1.387477 -1.270333 -5.563074 0.0 0.1 0.0 0.12
H -1.740936 0.302634 -6.298342 0.1 -0.2 0.0 0.12
H -2.416787 0.899931 -3.858630 -0.1 -0.2 0.1 0.12
H -4.492487 0.394977 -2.823985 0.0 -0.1 0.1 0.13
H -4.764951 -1.343626 -2.442827 0.2 0.1 -0.1 0.14
H -1.914363 -0.397036 0.566658 0.1 -0.1 0.1 0.12
H -0.746538 2.282435 -0.345028 0.0 0.0 -0.1 0.13
H 1.108264 3.183386 0.804020 0.0 0.1 -0.1 0.12
H 2.688344 3.161215 2.706302 0.1 0.1 0.0 0.13
H 1.996785 0.702794 6.300816 0.2 -0.1 -0.2 0.14
H 3.076263 -0.327074 5.315124 -0.1 0.2 0.1 0.14
H -0.216302 -2.049559 3.681510 0.0 0.0 0.0 0.09
H -1.268324 -0.917286 4.582828 0.0 0.0 0.0 0.10
H -0.150095 -1.990489 5.459018 -0.1 0.0 -0.1 0.10
H -0.828897 -0.244124 2.436897 -0.1 -0.1 0.0 0.11
H -0.496251 -2.037278 -3.615138 -0.1 -0.1 -0.1 0.11
H 0.217958 -2.670726 -1.400560 0.0 -0.1 0.1 0.11
```
Positions in Å, forces in eV/Å.


Density functional theory data (the ωB97M-V functional and the def2-TZVPD basis) for a cluster of 4 separate species, C5H17NO2 in total.

Values from the calculation:
Relative energy (zero: lowest compared OMol25 entry of this formula, charge and spin) ... 194.9 kcal per mole
HOMO level ... -8.6 eV
E_LUMO ... -3.35 eV
Molecular weight ... 123.20 Da

XYZ file:
```
25
Properties=species:S:1:pos:R:3:forces:R:3:lowdin_charge:R:1
C 0.650098 1.596156 -1.142229 1.7 0.3 -0.5 -0.11
C 0.892816 0.138583 -0.643584 1.8 1.1 -1.2 -0.26
N 1.281731 0.044573 0.767582 -2.2 -0.4 -0.3 -0.23
C 0.741113 -1.197932 1.387609 1.6 -1.9 -1.8 -0.23
C -0.710362 -1.673793 1.202849 0.0 0.8 0.3 -0.10
C 2.673351 0.384189 1.109968 -1.5 -2.3 -2.3 -0.06
H 1.530985 2.114032 -1.618001 -0.5 -0.8 0.4 0.09
H -0.111682 1.701358 -1.901491 -0.6 -0.3 -0.2 0.07
H 0.445827 2.215497 -0.309339 -0.6 0.7 1.0 0.06
H 1.700984 -0.268506 -1.394241 -1.5 -0.1 1.3 0.16
H -0.068604 -0.368149 -0.841279 0.1 -0.7 0.2 0.06
H 1.008603 -1.122002 2.418125 0.2 -0.3 0.7 0.10
H 1.323008 -2.014364 0.841485 -0.1 0.3 1.2 0.13
H -1.019632 -1.680155 0.169051 -0.1 -0.2 -0.2 0.01
H -1.379044 -1.030642 1.722028 -0.7 1.2 0.3 0.06
H -1.041327 -2.621110 1.661662 1.2 -0.1 -0.2 0.09
H 3.463609 -0.257027 0.685189 -0.3 -0.6 0.0 0.09
H 2.797193 0.422677 2.135809 0.2 0.5 2.0 0.06
H 2.800136 1.259368 0.588264 0.7 2.7 -0.5 0.05
H -4.155188 1.665670 -1.451805 -1.6 0.1 -0.9 -0.02
H -1.264839 0.676731 -0.519670 -1.0 -1.6 -1.2 0.48
O -3.335261 1.619389 -1.018518 3.1 -2.1 1.0 -0.15
H -2.956037 -1.409913 -1.581815 -1.1 0.7 -0.7 -0.02
H -2.939317 0.625389 -1.094443 -1.9 1.9 -0.2 -0.02
O -2.328160 -0.820019 -1.173206 3.1 0.9 1.7 -0.31
```
Positions in Å, forces in eV/Å.


Density functional theory data (the ωB97M-V functional and the def2-TZVPD basis) for a cluster of 2 separate species, C2H8N3O in total.

Values from the calculation:
Relative energy (zero: lowest compared OMol25 entry of this formula, charge and spin) ... 146.7 kcal per mole
Total charge ... +1
HOMO level (alpha / beta) ... -12.9 / -12.9 eV
E_LUMO (alpha / beta) ... -5.47 / -5.47 eV
Molecular weight ... 90.11 Da

XYZ file:
```
14
Properties=species:S:1:pos:R:3:forces:R:3:lowdin_charge:R:1
C 1.814194 -0.059265 -1.341831 0.4 1.2 -2.1 0.11
C -0.535049 -0.047198 -0.020901 3.4 -2.1 0.5 -0.18
N -1.509929 -0.724066 2.031980 -0.6 -0.7 1.2 0.04
N -0.505734 -0.826442 1.079419 0.7 1.0 -2.1 -0.09
N -1.337559 0.933645 -0.344712 -0.1 -0.1 -2.2 0.11
O 2.715866 0.793052 -1.786736 -1.2 -0.3 2.2 0.14
H 1.156622 -0.172076 -2.132422 -1.5 -0.8 -1.2 0.07
H 1.838537 -0.811761 -0.615142 1.0 -0.4 1.3 0.07
H -1.201976 -0.424710 2.970778 0.1 -0.1 -1.0 0.12
H -2.226612 -0.108367 1.674120 -0.1 -0.2 0.3 0.07
H 0.057895 -1.725528 0.968719 -1.4 1.7 0.7 0.18
H -1.372909 0.980143 -1.384809 0.2 0.7 1.2 0.13
H 3.348015 1.088237 -1.110173 0.3 -0.2 0.0 0.16
H -2.241362 1.104335 0.011711 -1.2 0.2 1.0 0.09
```
Positions in Å, forces in eV/Å.


Density functional theory data (the ωB97M-V functional and the def2-TZVPD basis) for the ion C5H10N with charge +1.

Values from the calculation:
SMILES ... CC=[N+]=CCC
Relative energy (zero: lowest compared OMol25 entry of this formula, charge and spin) ... 37.9 kcal per mole
Total charge ... +1
HOMO level ... -16.1 eV
E_LUMO ... -4.66 eV
Molecular weight ... 84.14 Da

XYZ file:
```
16
Properties=species:S:1:pos:R:3:forces:R:3:lowdin_charge:R:1
C 2.839369 -0.312970 0.358112 0.2 1.7 -2.2 0.02
C 1.831042 0.087317 -0.620972 2.5 -1.2 -3.0 -0.06
N 0.617712 0.174927 -0.410780 -1.2 -0.2 -0.2 0.16
C -0.380035 0.828660 -0.049824 -1.7 -0.1 0.8 0.01
C -1.866131 0.522150 0.251187 2.0 0.8 -0.3 -0.19
C -2.470870 -0.784428 -0.177007 0.4 -1.1 -1.0 -0.09
H 3.789798 0.051347 0.032670 0.7 0.2 -0.2 0.10
H 2.887858 -1.329756 0.384879 0.1 -3.0 0.3 0.08
H 2.589417 0.113425 1.237944 -0.6 1.0 3.3 0.07
H 2.251374 0.145477 -1.691414 -1.2 0.3 1.3 0.19
H -0.016285 1.784257 0.245136 -0.5 1.3 0.2 0.15
H -2.377480 1.436664 -0.086691 -0.1 -0.4 0.0 0.13
H -1.847533 0.622448 1.330936 -0.1 0.0 0.5 0.12
H -1.665285 -1.609676 -0.215906 -1.3 1.2 -0.2 0.11
H -2.988079 -0.624540 -1.172049 0.7 -0.7 1.1 0.10
H -3.194878 -1.105298 0.583785 0.1 0.1 -0.5 0.08
```
Positions in Å, forces in eV/Å.


Density functional theory data (the ωB97M-V functional and the def2-TZVPD basis) for an isolated molecule of C6H8N2O.

Values from the calculation:
SMILES ... [H]/N=C1/[C@H]2N1C(=O)C2(C)C
Relative energy (zero: lowest compared OMol25 entry of this formula, charge and spin) ... 55.2 kcal per mole
HOMO level ... -9.8 eV
E_LUMO ... 0.73 eV
Molecular weight ... 124.14 Da

XYZ file:
```
17
Properties=species:S:1:pos:R:3:forces:R:3:lowdin_charge:R:1
H -0.797413 -2.601681 2.520352 0.2 0.0 -0.5 0.09
N -0.425073 -2.690007 1.561436 0.5 -1.0 1.1 0.18
C -0.581008 -1.657849 0.920297 -1.0 1.8 -0.5 -0.35
C -0.705886 -0.909971 -0.287013 0.7 -0.2 -0.3 -0.07
N -1.412258 -0.456780 1.012679 -1.2 -0.6 0.8 0.17
C -0.732513 0.786783 0.914744 0.6 0.2 -0.3 -0.41
O -0.894636 1.793013 1.531056 0.0 -0.3 0.0 0.15
C 0.108608 0.399216 -0.307635 0.4 0.1 -0.2 -0.43
C -0.137140 1.238228 -1.550552 0.0 0.0 0.2 -0.02
C 1.587777 0.272837 0.031141 -0.2 0.0 0.0 -0.01
H -1.290387 -1.256940 -1.125890 -0.1 0.0 -0.1 0.15
H -1.201426 1.305107 -1.769068 -0.1 0.0 -0.1 0.09
H 0.370574 0.793413 -2.405053 0.0 0.0 -0.1 0.09
H 0.247410 2.244523 -1.400900 0.0 0.1 0.0 0.09
H 1.731114 -0.313246 0.938070 0.1 0.0 0.0 0.09
H 2.004259 1.264175 0.197174 0.1 0.1 0.0 0.09
H 2.127997 -0.210819 -0.780839 0.1 0.0 -0.1 0.09
```
Positions in Å, forces in eV/Å.


The highest molecular weight belongs to which entry? C23H24N2O6